{
  "formula": "C54H127BN8O26",
  "method": "ωB97M-V with the def2-TZVPD basis set",
  "symbols": ["O", "C", "O", "B", "O", "C", "O", "O", "C", "O", "C", "O", "O", "C", "N", "C", "C", "C", "C", "O", "H", "H", "H", "H", "H", "H", "H", "H", "H", "H", "H", "H", "H", "H", "C", "N", "C", "C", "C", "C", "O", "H", "H", "H", "H", "H", "H", "H", "H", "H", "H", "H", "H", "H", "H", "C", "N", "C", "C", "C", "C", "O", "H", "H", "H", "H", "H", "H", "H", "H", "H", "H", "H", "H", "H", "H", "C", "N", "C", "C", "C", "C", "O", "H", "H", "H", "H", "H", "H", "H", "H", "H", "H", "H", "H", "H", "H", "C", "N", "C", "C", "C", "C", "O", "H", "H", "H", "H", "H", "H", "H", "H", "H", "H", "H", "H", "H", "H", "C", "N", "C", "C", "C", "C", "O", "H", "H", "H", "H", "H", "H", "H", "H", "H", "H", "H", "H", "H", "H", "C", "N", "C", "C", "C", "C", "O", "H", "H", "H", "H", "H", "H", "H", "H", "H", "H", "H", "H", "H", "H", "C", "N", "C", "C", "C", "C", "O", "H", "H", "H", "H", "H", "H", "H", "H", "H", "H", "H", "H", "H", "H", "C", "C", "O", "O", "H", "H", "H", "C", "C", "O", "O", "H", "H", "H", "C", "C", "O", "O", "H", "H", "H", "C", "C", "O", "O", "H", "H", "H", "C", "C", "O", "O", "H", "H", "H"],
  "xyz": [[1.4298, 0.7250, -3.1521], [1.4701, 0.8412, -1.9389], [0.6385, 0.2051, -1.0789], [1.1376, 0.4473, 0.3469], [2.2291, 1.3716, 0.2561], [2.4526, 1.6669, -1.0511], [3.3720, 2.2997, -1.4327], [1.6122, -0.8433, 0.9393], [1.1006, -0.9811, 2.1337], [1.4643, -1.7978, 2.9487], [0.0429, 0.0875, 2.3252], [0.0212, 0.9054, 1.2563], [-0.6634, 0.3085, 3.2558], [2.9401, -6.9637, 3.0303], [3.8307, -7.3474, 4.1149], [3.3917, -8.6580, 4.6670], [5.1571, -7.5984, 3.4476], [3.7957, -6.2392, 5.1517], [4.9134, -5.2465, 4.8144], [6.1507, -5.7841, 5.2824], [1.9026, -7.0125, 3.4011], [3.0590, -7.5758, 2.1938], [3.1576, -5.9377, 2.7822], [4.2174, -8.9284, 5.2629], [3.1073, -9.3397, 3.8371], [2.4685, -8.4894, 5.2261], [5.1227, -8.4641, 2.7598], [5.8604, -7.8353, 4.2519], [5.5223, -6.7778, 2.9608], [4.0875, -6.6221, 6.1551], [2.7494, -5.8996, 5.1581], [4.5905, -4.2967, 5.2913], [4.9954, -4.9561, 3.7428], [6.8481, -5.1299, 5.3093], [-0.0195, -2.1563, 8.0472], [0.2382, -1.5813, 6.7203], [-0.8530, -2.1697, 5.8678], [0.0271, -0.1423, 6.8326], [1.6542, -1.8861, 6.1093], [2.8806, -1.8182, 6.8671], [3.4248, -3.0420, 7.1497], [-1.0117, -1.7943, 8.3390], [0.6561, -1.6985, 8.8384], [0.0455, -3.2746, 8.0286], [-0.7907, -3.2181, 5.7787], [-0.6920, -1.6430, 4.8708], [-1.7579, -1.7934, 6.3433], [0.0796, 0.3461, 5.8824], [0.8200, 0.2708, 7.4967], [-0.8466, -0.0262, 7.3689], [1.5910, -1.0930, 5.2974], [1.6284, -2.8694, 5.6447], [2.7221, -1.1868, 7.7671], [3.6148, -1.2875, 6.3212], [2.7857, -3.6787, 7.4939], [0.7809, 3.6379, -4.0881], [0.3101, 4.9339, -4.7120], [-0.9043, 5.3582, -3.9151], [1.3330, 5.9846, -4.6591], [-0.0293, 4.6318, -6.1759], [-0.2943, 5.8183, -7.0730], [0.7663, 6.6366, -7.4578], [-0.0544, 3.0082, -3.8558], [1.2858, 4.0030, -3.2080], [1.4178, 3.1052, -4.8392], [-0.6462, 5.2621, -2.8277], [-1.7783, 4.7769, -4.2764], [-1.0231, 6.4297, -4.1937], [0.9268, 6.9239, -5.0629], [2.2098, 5.8414, -5.2759], [1.5787, 6.1945, -3.6409], [-0.8981, 3.9300, -6.3637], [0.8435, 4.1401, -6.5568], [-1.1278, 6.3952, -6.8080], [-0.6228, 5.2836, -7.9312], [0.7279, 7.4234, -6.8327], [6.4684, 7.1609, -12.5564], [5.1684, 6.6099, -13.0982], [5.4503, 5.8516, -14.3938], [4.7243, 5.6525, -12.0203], [4.1296, 7.6336, -13.4412], [3.4610, 8.3025, -12.2747], [4.3650, 9.2326, -11.6401], [7.0149, 7.6768, -13.2834], [6.9105, 6.2653, -12.0955], [6.2542, 7.8427, -11.7715], [5.5301, 6.6475, -15.2105], [4.5915, 5.2286, -14.7095], [6.3813, 5.2711, -14.3267], [5.1829, 4.6979, -12.0561], [3.7386, 5.3596, -12.2982], [4.7278, 6.1485, -11.0252], [3.2734, 7.1392, -14.0062], [4.6934, 8.3551, -14.0855], [3.1512, 7.5596, -11.5694], [2.5670, 8.8311, -12.6852], [3.9107, 9.4684, -10.8295], [3.5255, -3.2164, -0.4403], [3.3127, -3.5676, -1.9492], [4.6053, -3.3152, -2.6023], [3.0686, -5.0325, -2.0770], [2.2283, -2.7770, -2.5593], [0.8481, -2.7896, -1.9731], [0.1873, -3.9590, -1.9634], [4.5722, -3.4144, -0.1022], [2.7117, -3.7082, 0.1442], [3.3215, -2.1626, -0.3719], [5.4072, -3.9757, -2.1657], [4.8676, -2.2929, -2.3871], [4.5593, -3.5151, -3.6774], [2.0966, -5.2844, -1.6115], [3.9504, -5.4237, -1.5498], [3.0924, -5.2827, -3.1654], [2.1380, -2.9508, -3.6646], [2.6283, -1.7297, -2.5117], [0.3961, -2.0275, -2.6393], [0.8353, -2.3513, -0.9733], [0.2565, -4.2673, -1.0073], [-4.4575, -3.1677, 4.5536], [-4.5714, -2.3420, 3.2902], [-5.5555, -1.2575, 3.4524], [-3.2317, -1.6412, 3.1428], [-4.9824, -3.2270, 2.0436], [-4.1048, -4.4896, 1.8027], [-4.2689, -4.9744, 0.4513], [-3.7615, -3.9875, 4.3214], [-5.4985, -3.4604, 4.7183], [-4.1252, -2.5782, 5.3835], [-6.5367, -1.6115, 3.6971], [-5.6774, -0.7370, 2.5335], [-5.1957, -0.6049, 4.2945], [-3.2915, -0.8528, 2.4259], [-2.3769, -2.2303, 2.9554], [-3.1669, -1.2079, 4.1625], [-5.1213, -2.5653, 1.1518], [-5.9679, -3.5934, 2.3288], [-4.3045, -5.3230, 2.4820], [-3.0306, -4.3105, 1.8989], [-4.8799, -5.7613, 0.3952], [-2.3470, 4.7910, 4.6739], [-3.3235, 3.5643, 4.4842], [-2.4628, 2.3889, 4.5282], [-4.2360, 3.5467, 5.5931], [-4.1664, 3.7242, 3.1770], [-4.9006, 2.3479, 2.7802], [-4.0571, 1.5438, 1.9697], [-1.8128, 4.6179, 5.6014], [-2.8815, 5.7277, 4.5358], [-1.5092, 4.6692, 3.9799], [-1.8500, 2.4082, 3.6070], [-3.1358, 1.5121, 4.5429], [-1.6973, 2.4450, 5.3431], [-4.8282, 2.6316, 5.6931], [-4.8450, 4.4154, 5.4270], [-3.6886, 3.6433, 6.5369], [-3.5222, 4.0222, 2.3443], [-4.7601, 4.5422, 3.5188], [-5.7459, 2.7851, 2.2309], [-5.2508, 1.8340, 3.7154], [-3.7873, 2.0739, 1.1927], [-2.8815, -3.9445, -2.2064], [-3.1233, -2.4755, -2.0110], [-2.4414, -1.7246, -3.0885], [-4.5850, -2.2541, -2.1147], [-2.5314, -1.9909, -0.7105], [-2.4358, -0.4784, -0.5850], [-3.7084, 0.1130, -0.7895], [-1.8251, -4.0472, -2.2652], [-3.3764, -4.3022, -3.1482], [-3.1561, -4.5111, -1.3473], [-2.5598, -0.6847, -2.8515], [-2.9282, -1.9779, -4.0466], [-1.3338, -2.0482, -3.2275], [-4.9377, -2.6673, -1.1837], [-4.9923, -2.8078, -2.8830], [-4.6603, -1.1719, -2.2190], [-1.5237, -2.4213, -0.6956], [-3.0853, -2.3845, 0.1549], [-1.7117, -0.0180, -1.2680], [-2.0833, -0.2504, 0.4188], [-3.5289, 1.0939, -0.8258], [-4.6734, 1.0037, 7.9999], [-4.1870, 0.1795, 6.8219], [-4.7381, 0.4685, 5.7351], [-3.3507, -0.6979, 6.9973], [-5.6423, 1.4556, 7.8089], [-4.0546, 1.8461, 8.2614], [-4.6709, 0.4044, 8.9633], [-0.3310, -5.6463, 2.3127], [-0.2000, -4.5349, 1.2343], [-1.0371, -3.6130, 1.2832], [0.7786, -4.6271, 0.4539], [-1.3854, -5.6520, 2.5982], [0.2763, -5.1577, 3.1076], [0.0238, -6.6114, 1.9221], [-2.0666, 4.6130, -0.5500], [-2.4522, 3.1705, -0.9000], [-3.4960, 2.6759, -0.3834], [-1.7228, 2.6642, -1.7364], [-2.0186, 4.8149, 0.5870], [-2.8196, 5.2196, -1.0604], [-1.1217, 4.8682, -0.9421], [-0.6112, -6.2872, 7.1468], [0.5360, -5.6166, 6.3449], [0.7674, -6.1492, 5.2079], [1.1542, -4.6479, 6.8580], [-1.4646, -6.5935, 6.4988], [-0.8219, -5.6562, 7.9493], [-0.1930, -7.2244, 7.4950], [-0.6827, 10.4993, -5.2105], [-0.3475, 8.9824, -5.1781], [-1.0113, 8.3239, -4.3703], [0.6064, 8.6329, -5.9518], [0.1981, 11.0692, -5.5536], [-0.8922, 10.8446, -4.2155], [-1.5025, 10.6200, -5.9384]],
  "forces_ev_per_a": [[0.41, 0.34, 1.88], [-1.56, -0.70, -0.10], [1.48, 0.70, 0.14], [-1.36, -0.32, -0.58], [-0.21, 0.48, -1.33], [0.17, -1.07, 0.86], [0.50, 0.85, -0.63], [-0.08, 0.52, -0.53], [0.80, -1.43, 0.71], [-0.57, 0.59, -0.29], [-0.53, 2.10, -1.39], [1.51, -1.44, -0.24], [-0.42, -0.77, 1.52], [-2.03, 1.38, 1.00], [0.43, -1.08, -1.22], [-1.50, 0.63, -0.70], [0.17, -2.72, 2.12], [1.66, -0.20, 0.07], [-0.74, 1.49, 0.10], [-0.62, -0.15, 0.07], [0.39, 0.17, -0.17], [0.33, -1.09, -1.25], [-0.04, 0.35, -0.30], [0.55, -1.14, 0.84], [0.73, 0.31, 0.55], [0.24, 0.06, 0.23], [-0.50, 0.49, 0.42], [-0.03, -0.01, -0.30], [0.57, 2.15, -1.26], [-0.39, -0.15, -0.72], [0.30, 0.30, 0.06], [0.57, -0.48, 0.25], [-0.24, -0.49, 0.39], [-0.02, 0.39, 0.00], [0.55, -0.17, 2.27], [1.07, -1.92, 0.33], [0.64, 3.03, -1.69], [2.62, 0.41, 0.63], [-3.06, 1.42, -3.30], [-0.04, 1.23, 2.47], [1.16, -1.21, 0.53], [0.00, -0.45, -0.09], [-0.38, -0.74, -1.12], [0.10, 1.17, -0.07], [0.36, -1.13, 0.11], [-0.52, -0.96, 0.96], [-0.29, -0.30, -0.37], [-0.29, 0.14, -0.61], [-0.25, -0.29, -0.56], [-2.24, 0.63, 0.55], [0.59, -1.18, 0.69], [-0.52, 0.09, -0.07], [0.15, -0.23, 0.07], [0.75, 0.57, -0.81], [-0.43, 0.00, -0.22], [0.84, 0.57, -1.42], [-1.13, -2.03, -0.70], [0.19, 1.06, -0.51], [-0.14, 1.42, -0.49], [-0.49, 0.33, 0.29], [0.85, -0.40, -0.72], [0.27, -0.58, 0.21], [-0.53, -0.13, 0.28], [0.43, -0.70, 0.38], [-0.14, 0.55, 1.05], [-0.52, -0.11, -1.22], [0.68, 0.09, 0.71], [-0.32, -0.49, 0.53], [-0.15, -0.40, 0.39], [0.15, -0.88, 0.03], [0.28, -0.18, 0.75], [0.84, 0.66, 1.20], [0.59, -0.29, -0.20], [-1.34, 0.90, 0.99], [-0.39, -0.38, -1.31], [0.14, 0.29, -0.27], [-1.00, -1.38, 0.86], [0.68, -1.47, -0.03], [-0.16, 1.18, -1.15], [-1.42, 1.00, -0.06], [-0.49, 0.40, -0.84], [0.43, 1.42, -0.37], [-0.66, -0.91, -0.49], [0.94, 0.33, -1.27], [0.64, 0.62, -0.57], [-0.44, 0.62, 0.66], [0.24, -1.11, 1.15], [0.42, 0.21, 0.66], [-0.43, 0.25, 0.15], [1.52, -0.44, 0.04], [-1.23, 0.16, 0.12], [0.17, -0.50, -0.81], [1.43, 0.36, 0.39], [-0.86, -0.40, 0.42], [-0.53, -0.39, 0.46], [0.56, -0.35, 0.37], [0.16, 0.45, 0.37], [-0.98, -0.27, -0.37], [0.67, -1.16, 1.35], [1.20, -0.30, -0.12], [-0.03, -0.17, -0.05], [0.86, 2.03, -1.37], [0.62, 2.42, 0.27], [-0.77, -1.86, -0.13], [-1.02, -0.21, -0.55], [0.76, 0.06, -0.36], [0.12, 0.52, 0.11], [-1.00, 0.61, -0.35], [0.22, 0.43, -0.25], [-0.17, 0.19, 0.22], [0.77, 0.00, -0.24], [-0.65, -0.69, -0.25], [-0.08, 0.05, 0.95], [0.50, -0.57, 0.95], [-0.63, -0.62, 0.01], [-0.20, -0.26, 0.39], [0.22, 0.17, 0.07], [0.08, -0.21, -0.07], [-1.10, -0.54, -1.57], [1.26, -0.87, -1.53], [0.04, 0.60, 1.27], [-1.11, 0.94, 1.71], [-0.05, -0.07, 1.13], [0.48, -0.23, -0.55], [-1.13, -0.70, 0.15], [-0.44, 0.17, 0.39], [0.37, -0.63, 0.34], [0.29, 0.62, 0.30], [-0.44, -0.77, 0.33], [0.39, 0.63, -0.81], [-0.33, -0.36, -0.80], [-0.29, 0.55, -0.55], [0.58, -1.38, -0.34], [0.53, 0.24, -0.75], [0.58, -0.47, 0.85], [-0.22, 0.19, -0.10], [-0.43, 0.37, 0.20], [-0.05, 0.52, -0.05], [0.93, 1.39, 0.42], [-0.23, -1.65, -0.86], [2.11, 1.73, -0.79], [1.15, -1.07, -1.28], [-0.79, 0.30, 1.61], [1.18, -2.05, 0.90], [0.74, 1.95, 0.30], [-0.76, 0.19, 1.54], [-0.69, 0.45, 0.62], [0.10, -0.08, 0.30], [-0.62, 0.17, -0.59], [-0.51, -0.36, 0.33], [0.83, 0.17, 0.26], [-1.19, -0.12, -0.20], [0.16, 0.04, -0.54], [-0.64, 0.34, 0.59], [0.00, 0.10, -0.24], [0.07, -0.05, 0.26], [-1.06, 0.41, -0.59], [-0.22, -0.71, -0.08], [0.39, 0.14, -1.07], [-0.05, 0.01, -0.60], [0.10, 0.19, -0.93], [0.29, -0.83, -0.64], [1.37, -1.10, -1.56], [1.22, 1.60, 1.96], [0.53, 0.10, 0.39], [-0.49, 0.36, -0.35], [0.44, -0.36, -0.20], [0.83, -0.23, -0.41], [0.38, 0.49, 0.96], [-0.79, -0.15, 0.60], [0.14, 0.43, -0.35], [0.04, 0.21, 0.44], [-2.09, 0.68, 0.70], [-0.70, 0.32, 0.31], [-0.63, -1.01, -1.90], [-0.83, -0.24, 0.28], [-0.30, 0.05, 0.29], [0.05, -0.21, -0.65], [0.04, -0.28, 0.21], [0.20, -0.17, 0.28], [-0.56, 0.10, 0.25], [-0.19, -0.60, 1.88], [-1.09, 1.04, 0.47], [-0.21, 0.26, -1.08], [1.34, -1.21, 0.24], [-0.26, -0.34, 0.01], [0.77, 0.34, -0.25], [-0.27, 0.50, -1.21], [0.17, 1.68, -0.88], [-0.91, -0.82, 1.40], [0.13, 0.24, -0.32], [0.67, 0.04, -1.00], [0.27, -0.37, 0.28], [-0.36, -1.16, -0.04], [0.00, 0.37, 0.53], [-1.28, -0.05, 2.13], [0.53, 1.53, 0.44], [-0.18, -0.15, 0.39], [0.64, -1.45, -1.14], [-0.47, -0.20, -1.73], [0.00, 0.34, 0.48], [1.07, 0.08, -0.38], [0.88, -0.63, -2.02], [-0.55, -1.21, -1.11], [0.25, 0.71, 1.10], [-0.11, -0.47, -0.08], [0.53, 0.64, 0.50], [-0.91, 0.76, 1.42], [0.07, -0.19, 0.36], [1.02, -0.48, -0.94], [0.26, 2.20, 0.11], [0.14, -0.94, -0.30], [-0.57, -0.24, 0.37], [-0.42, -0.27, -0.14], [-0.67, 0.09, 0.32], [0.16, 0.26, 0.55]],
  "lowdin_charge": [0.110, -0.342, 0.153, -0.847, 0.239, -0.358, 0.178, 0.206, -0.386, 0.138, -0.369, 0.210, 0.137, -0.024, -0.350, 0.027, -0.004, -0.059, -0.225, -0.058, 0.090, 0.091, 0.112, 0.095, 0.128, 0.114, 0.127, 0.111, 0.063, 0.161, 0.098, 0.121, 0.120, 0.100, -0.016, -0.331, 0.022, -0.009, -0.088, -0.289, -0.042, 0.102, 0.129, 0.101, 0.087, 0.111, 0.062, 0.092, 0.127, 0.066, 0.134, 0.120, 0.129, 0.121, 0.070, -0.001, -0.340, 0.021, -0.008, -0.098, -0.277, -0.092, 0.081, 0.099, 0.116, 0.098, 0.123, 0.068, 0.064, 0.118, 0.110, 0.159, 0.114, 0.116, 0.105, 0.004, 0.032, -0.351, 0.012, 0.002, -0.122, -0.217, -0.047, 0.099, 0.120, 0.088, 0.132, 0.116, 0.115, 0.101, 0.100, 0.136, 0.167, 0.160, 0.106, 0.150, 0.101, 0.058, -0.364, -0.031, 0.015, -0.111, -0.315, -0.085, 0.120, 0.095, 0.084, 0.125, 0.107, 0.115, 0.101, 0.106, 0.127, 0.164, 0.142, 0.108, 0.115, 0.047, 0.043, -0.314, -0.023, 0.016, -0.038, -0.217, -0.097, 0.110, 0.115, 0.082, 0.104, 0.095, 0.082, 0.080, 0.075, 0.094, 0.133, 0.124, 0.123, 0.075, 0.129, 0.046, -0.359, -0.033, -0.039, -0.017, -0.181, -0.086, 0.095, 0.109, 0.103, 0.102, 0.093, 0.122, 0.087, 0.103, 0.115, 0.120, 0.107, 0.125, 0.112, 0.035, 0.019, -0.330, 0.019, 0.025, -0.077, -0.230, -0.091, 0.060, 0.132, 0.074, 0.093, 0.120, 0.126, 0.093, 0.078, 0.107, 0.111, 0.113, 0.100, 0.115, 0.043, -0.024, -0.748, -0.114, -0.033, 0.071, 0.052, 0.100, 0.003, -0.683, -0.037, -0.072, 0.059, 0.077, 0.079, -0.011, -0.712, -0.074, 0.006, 0.086, 0.086, 0.024, -0.003, -0.672, -0.106, -0.086, 0.087, 0.037, 0.072, -0.019, -0.679, -0.035, -0.092, 0.068, 0.057, 0.078],
  "spin_multiplicity": 1,
  "energy_ev": -123875.2119,
  "homo_energy_ev": -10.288,
  "total_charge": 2
}